{"formula": "C44H114F2HgN7O24S2", "method": "ωB97M-V/def2-TZVPD", "energy_ev": -138296.497, "total_charge": 1, "homo_lumo_gap_ev": 0.91, "e_lumo_ha": -0.3324, "species": ["Hg", "N", "S", "O", "O", "F", "S", "O", "O", "F", "C", "C", "O", "O", "H", "H", "H", "H", "H", "H", "C", "C", "O", "O", "H", "H", "H", "H", "H", "H", "C", "C", "O", "O", "H", "H", "H", "H", "H", "H", "C", "C", "O", "O", "H", "H", "H", "H", "H", "H", "C", "O", "C", "C", "N", "C", "C", "O", "C", "H", "H", "H", "H", "H", "H", "H", "H", "H", "H", "H", "H", "H", "H", "H", "C", "O", "C", "C", "N", "C", "C", "O", "C", "H", "H", "H", "H", "H", "H", "H", "H", "H", "H", "H", "H", "H", "H", "H", "C", "O", "C", "C", "N", "C", "C", "O", "C", "H", "H", "H", "H", "H", "H", "H", "H", "H", "H", "H", "H", "H", "H", "H", "C", "O", "C", "C", "N", "C", "C", "O", "C", "H", "H", "H", "H", "H", "H", "H", "H", "H", "H", "H", "H", "H", "H", "H", "C", "O", "C", "C", "N", "C", "C", "O", "C", "H", "H", "H", "H", "H", "H", "H", "H", "H", "H", "H", "H", "H", "H", "H", "C", "O", "C", "C", "N", "C", "C", "O", "C", "H", "H", "H", "H", "H", "H", "H", "H", "H", "H", "H", "H", "H", "H", "H"], "coordinates": [[5.1844, -1.2198, 0.4380], [0.9640, -2.1319, -0.6285], [0.1264, -1.7088, -1.8337], [-0.8230, -0.6568, -1.5278], [-0.0532, -2.6620, -2.9075], [1.3281, -0.7639, -2.3141], [-0.3604, -2.8938, 0.2832], [-1.2737, -3.7564, -0.4741], [-0.8530, -2.1148, 1.4053], [0.5885, -3.9645, 1.0270], [-1.7295, -6.7081, -10.0629], [-0.1957, -6.6830, -9.7878], [0.4533, -7.8051, -10.4708], [-2.1881, -6.1930, -11.3831], [-2.1930, -6.1731, -9.2339], [-2.0420, -7.7434, -9.9266], [0.0979, -6.6074, -8.7408], [0.2008, -5.7514, -10.1917], [0.1590, -7.8009, -11.3846], [-3.0056, -5.7091, -11.2447], [-5.9991, -7.2476, -4.5847], [-5.0638, -8.4761, -4.5057], [-5.5461, -9.5558, -5.2568], [-6.1478, -6.8705, -5.9111], [-5.7577, -6.4232, -3.9138], [-6.9991, -7.5191, -4.2466], [-4.9199, -8.8000, -3.4749], [-4.0930, -8.2081, -4.9225], [-5.0089, -10.3398, -5.1210], [-6.2694, -7.6550, -6.4509], [-8.0422, -6.5933, 3.1271], [-9.4272, -6.6898, 2.5176], [-10.4037, -6.8576, 3.4946], [-7.4981, -7.8226, 3.5623], [-8.1178, -5.9866, 4.0295], [-7.4314, -6.1740, 2.3276], [-9.4536, -7.6231, 1.9551], [-9.6107, -5.8416, 1.8580], [-11.3241, -6.7880, 3.2305], [-6.7340, -7.5357, 4.0677], [3.9950, -0.1871, -9.7164], [2.6457, 0.3592, -10.2648], [1.4620, -0.1167, -9.5725], [3.9801, 0.1456, -8.3566], [4.8843, 0.1597, -10.2428], [4.0228, -1.2722, -9.8163], [2.7441, -0.0521, -11.2694], [2.7185, 1.4428, -10.3573], [0.7250, 0.4985, -9.5643], [3.1461, -0.2568, -8.1033], [-0.5068, 10.8664, -3.3105], [-0.7730, 11.6064, -2.1685], [-2.1473, 11.7977, -1.9384], [-2.8850, 10.5003, -1.5063], [-1.8774, 9.6608, -0.8656], [-2.2788, 8.2755, -0.5976], [-2.4383, 7.5274, -1.9686], [-1.1577, 7.5335, -2.6362], [-1.1117, 6.8439, -3.8898], [-1.0490, 9.9221, -3.3592], [0.5538, 10.6223, -3.3704], [-0.8018, 11.4382, -4.1904], [-2.5080, 12.2597, -2.8574], [-2.3342, 12.6147, -1.2415], [-3.3772, 10.0756, -2.3812], [-3.6739, 10.7255, -0.7886], [-1.0488, 9.7449, -1.4369], [-3.1795, 8.3743, 0.0082], [-1.5445, 7.8632, 0.0945], [-3.2151, 7.9435, -2.6101], [-2.6905, 6.4937, -1.7323], [-1.5251, 5.8354, -3.8794], [-0.0547, 6.7348, -4.1329], [-1.6248, 7.4213, -4.6588], [-2.8443, 7.0427, -9.6848], [-3.5398, 5.8353, -9.9621], [-2.6695, 4.9835, -10.7142], [-3.4379, 3.6163, -10.6364], [-3.5502, 3.1062, -9.2725], [-4.5260, 2.0242, -9.2422], [-4.8063, 1.5229, -7.8010], [-4.9341, 2.5733, -6.8004], [-5.5348, 2.0795, -5.5932], [-2.2224, 7.2836, -10.5470], [-2.1847, 6.9646, -8.8205], [-3.6540, 7.7517, -9.5120], [-1.6633, 4.8632, -10.3126], [-2.6216, 5.3016, -11.7556], [-3.1240, 2.8554, -11.3508], [-4.4231, 3.7559, -11.0814], [-3.8887, 3.8370, -8.6631], [-4.2053, 1.1209, -9.7611], [-5.4756, 2.2968, -9.7026], [-3.9750, 0.8434, -7.6129], [-5.6582, 0.8462, -7.8680], [-5.0871, 1.0965, -5.4473], [-6.6044, 1.8925, -5.6885], [-5.2935, 2.7338, -4.7554], [3.9000, 5.3581, 6.5154], [4.5325, 4.3777, 5.6988], [5.1573, 4.7764, 4.4562], [5.7414, 3.4851, 3.7122], [4.8023, 2.7677, 2.8351], [3.5418, 2.4940, 3.5542], [3.6934, 1.5440, 4.8430], [4.2421, 0.2628, 4.4040], [4.3765, -0.6553, 5.5701], [4.6072, 6.0682, 6.9440], [3.4854, 4.9415, 7.4334], [3.1151, 5.8751, 5.9633], [5.9637, 5.4888, 4.6299], [4.3912, 5.3476, 3.9319], [6.0856, 2.8826, 4.5528], [6.6283, 3.8009, 3.1628], [4.7812, 3.3883, 2.0386], [2.8097, 2.0882, 2.8560], [3.0343, 3.4198, 3.8255], [2.6858, 1.3796, 5.2249], [4.3910, 1.9023, 5.6000], [5.2226, -0.3869, 6.2027], [4.5729, -1.6662, 5.2128], [3.4541, -0.6584, 6.1510], [7.4812, -10.8813, 9.1229], [6.0168, -10.8178, 8.9837], [5.5101, -9.4813, 8.7729], [3.9523, -9.4927, 8.5226], [3.4949, -10.4686, 7.4289], [3.8003, -9.8096, 6.1171], [3.0482, -10.5046, 4.9704], [1.6547, -10.2434, 5.0942], [0.8815, -10.7920, 4.0121], [7.8075, -11.7927, 9.6241], [7.9260, -10.0400, 9.6542], [7.8821, -10.9537, 8.1119], [5.9434, -9.0113, 7.8900], [5.6876, -8.9067, 9.6819], [3.5137, -8.5222, 8.2905], [3.4423, -9.7748, 9.4437], [2.5194, -10.7299, 7.4185], [4.8700, -9.7289, 5.9242], [3.3716, -8.8074, 6.1254], [3.2033, -11.5830, 4.9388], [3.4037, -10.2138, 3.9819], [1.0045, -11.8663, 3.8747], [1.0461, -10.3133, 3.0468], [-0.1775, -10.7146, 4.2583], [-3.0269, 3.6000, 8.0212], [-3.9053, 3.8922, 9.1129], [-3.2799, 3.6139, 10.3129], [-4.3512, 4.0482, 11.3571], [-3.8976, 3.8111, 12.7210], [-4.6098, 4.5617, 13.7580], [-4.2210, 4.2929, 15.2529], [-5.1252, 3.3925, 15.9150], [-5.2849, 2.0690, 15.3272], [-3.5155, 3.6591, 7.0486], [-2.5768, 2.6082, 8.0650], [-2.1398, 4.2324, 8.0571], [-2.3025, 4.0941, 10.3591], [-3.0670, 2.5561, 10.4675], [-5.1609, 3.3348, 11.2039], [-4.8015, 5.0272, 11.1926], [-3.9880, 2.8183, 12.8830], [-5.6933, 4.5215, 13.6464], [-4.3962, 5.6203, 13.6101], [-4.3720, 5.2025, 15.8341], [-3.1577, 4.0722, 15.3467], [-4.4399, 1.4049, 15.5094], [-5.6421, 2.0679, 14.2973], [-6.2041, 1.7219, 15.7989], [5.1460, 4.8120, -2.8422], [5.8290, 3.5674, -2.5585], [6.6329, 3.1850, -3.6891], [7.4360, 1.9556, -3.3384], [6.6740, 0.6821, -3.3060], [7.7389, -0.3457, -3.4605], [7.0551, -1.6964, -3.8079], [5.8632, -1.9592, -3.0242], [5.2471, -3.1668, -3.4310], [5.9414, 5.5553, -2.7878], [4.3955, 5.0970, -2.1049], [4.8013, 5.0066, -3.8577], [7.3347, 3.9995, -3.8684], [6.0745, 3.0265, -4.6116], [8.0267, 2.1082, -2.4351], [8.1797, 1.8845, -4.1320], [6.0519, 0.7159, -4.1009], [8.3595, -0.4997, -2.5778], [8.4042, -0.0179, -4.2592], [7.7655, -2.5015, -3.6203], [6.7684, -1.6505, -4.8585], [4.3486, -3.2872, -2.8257], [5.9388, -3.9962, -3.2841], [4.9589, -3.1034, -4.4803]], "forces_ev_per_angstrom": [[-0.082, 0.164, -0.212], [-2.377, -3.040, 4.197], [0.633, 4.025, -5.183], [-0.477, -1.853, -0.053], [-0.174, 1.073, 1.607], [0.189, -0.248, -1.042], [-0.086, -2.591, 2.592], [1.870, 2.332, 0.905], [0.863, -0.409, -2.270], [-0.260, 0.778, -0.699], [0.097, 0.203, 0.404], [-0.433, 0.044, -2.515], [-0.227, 0.795, 1.304], [1.333, -0.723, 1.611], [-0.236, 0.397, -0.209], [-0.115, -0.121, -0.376], [-0.385, -0.909, 0.052], [0.025, 0.192, -0.316], [-0.089, 0.162, -0.091], [0.023, -0.038, 0.145], [-0.796, -2.002, 0.319], [0.691, 0.796, 0.874], [-1.154, -0.219, -0.697], [0.411, 1.290, -1.043], [0.782, 0.091, -0.481], [-0.163, -0.539, 0.441], [-0.021, 0.245, 0.278], [0.227, 0.389, 0.141], [0.079, 0.162, 0.066], [-0.049, -0.208, 0.095], [-0.798, 0.388, 0.081], [0.020, -1.393, -0.419], [-0.429, 0.376, 1.866], [-0.064, -0.277, -0.238], [0.075, 0.762, -0.307], [0.347, 0.357, 0.199], [0.341, 0.064, -0.776], [0.040, 0.152, 0.031], [0.308, 0.066, -0.580], [0.163, -0.494, 0.140], [-1.876, -0.088, 0.583], [0.961, -0.482, -1.486], [1.680, -0.352, -0.080], [0.931, -0.060, 0.817], [-0.279, 0.613, 0.076], [-0.147, -0.290, -0.169], [-1.100, 0.115, -0.546], [-0.310, 0.035, 0.373], [0.382, 0.344, -0.254], [-0.234, 0.170, 0.723], [-0.044, -0.187, -1.129], [0.402, 0.322, 1.393], [-0.526, 0.651, -0.529], [0.823, 0.663, 0.297], [-0.788, -0.111, -0.276], [0.235, 1.471, -1.056], [1.019, -0.832, 0.966], [-0.619, -0.132, 0.296], [0.136, 0.333, 0.453], [-0.125, -0.193, 0.097], [-0.001, 0.240, 0.167], [0.095, 0.099, -0.325], [-0.748, -0.481, -0.378], [0.707, -0.301, 0.553], [0.020, -0.465, -0.179], [-0.059, 0.116, 0.014], [0.321, -0.410, 0.523], [-0.434, -0.513, -0.434], [0.209, -0.478, -0.519], [-0.044, 0.224, 0.090], [-0.234, -0.239, -0.158], [-0.261, -0.051, 0.369], [-0.064, 0.206, -0.086], [-0.023, 0.048, -0.155], [-0.804, -0.107, -0.146], [1.621, -0.056, -0.202], [-2.109, -2.265, 0.281], [0.274, 0.695, -0.471], [-0.220, -0.659, -0.993], [-0.454, 0.031, 1.608], [0.537, 0.411, -0.370], [-0.392, -0.777, -1.029], [0.782, -0.807, -0.818], [-0.114, 0.523, -0.069], [-0.048, -0.111, 0.223], [0.491, 0.439, 0.030], [0.025, 0.296, 0.336], [0.096, 0.178, -0.080], [1.086, -0.226, 0.375], [-0.610, 0.730, 0.251], [0.081, 0.249, 0.121], [0.394, 0.151, -0.266], [-0.228, 0.406, -0.203], [0.361, 0.210, 0.859], [-0.536, 0.320, 0.290], [0.057, -0.115, 0.639], [-0.183, 0.415, -0.100], [-0.088, 0.059, -0.259], [0.482, 0.356, -0.201], [0.557, -0.602, 0.066], [-0.720, -0.283, 0.728], [-0.434, 0.974, 1.087], [0.671, 0.829, 1.976], [0.062, -0.911, 0.157], [0.774, -0.558, -2.275], [-0.311, -0.386, 1.507], [-0.161, 0.841, -1.325], [0.325, 0.374, -0.525], [-0.198, -0.792, -0.466], [-0.057, 0.156, -0.006], [0.346, -0.134, 0.222], [-0.031, -0.170, -0.756], [-0.022, -0.342, -0.163], [-0.158, -0.091, -0.203], [-1.016, -0.454, -0.572], [0.275, -0.654, -0.040], [0.245, 0.309, 0.630], [-0.012, 0.181, 0.267], [-0.408, 0.583, 0.002], [-0.017, 0.379, 0.021], [-0.157, 0.191, -0.329], [-0.023, 0.038, 0.028], [-1.124, -0.008, -0.822], [0.732, 0.674, 0.358], [-1.120, -1.023, -0.376], [-0.642, -2.282, -0.029], [2.135, 2.175, -0.485], [-1.502, -1.119, 0.032], [0.128, -0.440, -0.179], [-0.260, -0.233, -0.623], [-0.289, -0.168, 0.594], [-0.651, -0.044, 0.176], [-0.283, 0.222, -0.005], [0.240, 0.304, -0.068], [0.541, 0.056, 0.071], [0.098, 0.373, -0.132], [0.635, 0.473, -0.127], [0.162, -0.331, 0.076], [-0.169, 0.229, 0.526], [-0.026, -0.267, 0.093], [0.143, 0.475, 0.049], [0.105, -0.329, 0.526], [0.143, 0.683, -0.076], [0.602, -0.185, 0.151], [0.297, 0.288, 0.076], [0.103, 0.478, 0.191], [0.244, -0.126, 0.164], [0.490, -0.591, -2.179], [-0.881, 0.767, 1.309], [0.458, -1.206, 0.215], [0.190, 0.367, 0.658], [0.550, 0.571, 0.592], [-1.225, -0.077, -0.689], [0.764, -1.003, -1.051], [-1.090, 1.215, 0.851], [-0.274, 0.367, 0.323], [-0.394, -0.514, 0.348], [-0.094, 0.598, -0.115], [0.023, 0.553, 0.391], [-0.142, -0.426, -0.156], [-0.452, 0.076, -0.503], [0.623, 0.196, 0.046], [0.167, -0.079, 0.270], [-0.376, -0.379, 0.152], [0.246, 0.113, -0.252], [-0.012, 0.174, -0.261], [0.073, -0.633, -0.051], [0.024, 0.087, -0.098], [0.718, 0.394, -0.496], [0.368, -0.448, 0.532], [1.743, 0.626, 0.271], [-1.278, 0.152, -1.340], [0.075, 0.162, 1.522], [-0.568, 0.226, -0.245], [2.368, 1.006, 0.592], [-2.238, -1.251, 0.006], [-0.211, 0.408, 0.458], [1.024, 0.778, -0.163], [0.047, 0.329, 0.102], [0.075, 0.524, 0.345], [0.013, -0.655, -0.020], [-0.521, -1.008, -0.171], [0.214, 0.148, -0.229], [-0.461, -0.002, 0.021], [-0.319, -0.090, 0.274], [0.275, 0.030, -0.310], [-0.253, -0.520, -0.164], [-0.320, 0.554, 0.335], [0.176, -0.502, -0.270], [0.086, -0.194, -0.324], [-0.049, -0.299, -0.200], [0.108, -0.086, -0.017], [-0.087, -0.269, -0.023], [-0.031, -0.115, -0.155]], "lowdin_charge": [0.565, -0.184, 0.433, -0.230, -0.222, -0.215, 0.634, -0.267, -0.256, -0.201, -0.200, -0.207, -0.088, -0.084, 0.107, 0.109, 0.114, 0.105, 0.075, 0.069, -0.256, -0.253, -0.066, -0.060, 0.122, 0.111, 0.114, 0.115, 0.091, 0.082, -0.258, -0.270, -0.059, -0.058, 0.123, 0.115, 0.119, 0.118, 0.090, 0.081, -0.254, -0.220, -0.062, -0.077, 0.122, 0.113, 0.104, 0.117, 0.087, 0.070, -0.119, -0.192, -0.192, -0.176, -0.028, -0.144, -0.179, -0.221, -0.094, 0.070, 0.105, 0.095, 0.117, 0.123, 0.106, 0.121, 0.080, 0.118, 0.118, 0.111, 0.116, 0.085, 0.088, 0.084, -0.103, -0.201, -0.197, -0.205, -0.022, -0.211, -0.202, -0.193, -0.096, 0.083, 0.084, 0.092, 0.119, 0.119, 0.116, 0.110, 0.105, 0.120, 0.116, 0.114, 0.117, 0.080, 0.085, 0.087, -0.091, -0.234, -0.163, -0.155, 0.005, -0.150, -0.163, -0.239, -0.065, 0.085, 0.088, 0.088, 0.118, 0.114, 0.115, 0.116, 0.116, 0.117, 0.107, 0.120, 0.101, 0.082, 0.080, 0.082, -0.075, -0.200, -0.204, -0.153, -0.001, -0.183, -0.231, -0.194, -0.097, 0.081, 0.080, 0.079, 0.104, 0.116, 0.104, 0.108, 0.103, 0.117, 0.112, 0.120, 0.116, 0.084, 0.086, 0.086, -0.102, -0.181, -0.248, -0.181, -0.062, -0.205, -0.186, -0.201, -0.087, 0.089, 0.081, 0.081, 0.119, 0.119, 0.119, 0.126, 0.096, 0.119, 0.112, 0.115, 0.116, 0.089, 0.070, 0.086, -0.099, -0.183, -0.221, -0.213, 0.008, -0.187, -0.191, -0.281, -0.107, 0.078, 0.085, 0.084, 0.123, 0.127, 0.130, 0.109, 0.118, 0.120, 0.109, 0.121, 0.121, 0.087, 0.089, 0.091]}